[1]
C36H90CuN7O15 | wB97M-V/def2-TZVPD

Properties
Highest occupied orbital energy: -0.282 Ha
Kohn-Sham gap: 7.90 eV

The geometry in ORCA input format:
```
! RIJCOSX wB97M-V def2-TZVPD def2/J DEFGRID3
* xyz 0 1
Cu -0.0355 2.9470 1.2816
N 0.1437 -0.5950 0.0241
O -0.0554 0.4486 0.6029
O 0.0828 -1.6789 0.5940
O 0.4769 -0.5169 -1.1281
C 0.7726 -1.2416 -4.7293
O 1.9661 -0.4363 -4.8753
C 2.4304 0.2149 -3.6934
C 3.4446 1.2906 -3.9893
N 2.8613 2.2755 -4.8671
C 3.8006 3.2400 -5.3218
C 3.0316 4.2856 -6.1561
O 2.8175 3.9808 -7.5210
C 2.2574 5.0162 -8.2926
H 0.6550 -1.5325 -5.7731
H -0.0970 -0.7262 -4.3217
H 0.9967 -2.1015 -4.0981
H 2.8579 -0.5386 -3.0319
H 1.6492 0.6218 -3.0513
H 4.3090 0.8083 -4.4458
H 3.7722 1.7132 -3.0394
H 2.6215 1.7047 -5.6651
H 4.6199 2.8502 -5.9259
H 4.1844 3.6964 -4.4094
H 3.5554 5.2412 -6.1339
H 2.0763 4.5869 -5.7263
H 2.9260 5.8235 -8.5914
H 1.4151 5.5164 -7.8144
H 1.9125 4.5871 -9.2333
C -3.7078 -1.0283 5.6984
O -2.5240 -0.9422 4.8757
C -1.7575 -2.1206 4.8588
C -0.4940 -1.8999 3.9755
N 0.5218 -1.0557 4.6232
C 1.4860 -0.5711 3.5907
C 2.4315 -1.6816 3.0176
O 3.4514 -1.8583 3.9752
C 4.5920 -2.6064 3.5593
H -3.3951 -1.0195 6.7425
H -4.3610 -1.8950 5.5973
H -4.2311 -0.0800 5.5759
H -2.2493 -2.9938 4.4302
H -1.5769 -2.3571 5.9073
H -0.8118 -1.5162 3.0061
H -0.1096 -2.8972 3.7613
H 0.0301 -0.2958 5.0713
H 2.1015 0.2052 4.0453
H 0.9482 -0.1744 2.7296
H 2.8587 -1.3183 2.0829
H 1.8863 -2.6105 2.8500
H 5.0700 -2.1349 2.7007
H 4.4041 -3.6458 3.2903
H 5.4677 -2.5708 4.2073
C 4.1064 -6.6983 1.6815
O 2.7132 -6.9340 1.4146
C 1.8729 -5.8188 1.3796
C 1.9485 -5.2294 -0.0656
N 0.8538 -4.3911 -0.3983
C 0.8664 -4.0383 -1.8235
C 0.6665 -5.1711 -2.8589
O 1.9125 -5.5786 -3.3603
C 1.9337 -6.8043 -4.0623
H 4.5747 -7.6825 1.6919
H 4.2794 -6.2415 2.6559
H 4.5792 -6.1505 0.8664
H 2.1868 -5.0953 2.1319
H 0.8953 -6.2544 1.5862
H 2.0907 -5.9791 -0.8440
H 2.8663 -4.6523 -0.1779
H 0.8436 -3.5075 0.0908
H 1.7314 -3.4389 -2.1073
H 0.1054 -3.2747 -1.9842
H -0.0500 -4.8241 -3.6034
H 0.0979 -6.0089 -2.4551
H 2.8979 -7.0204 -4.5224
H 1.2944 -6.7324 -4.9422
H 1.6524 -7.5718 -3.3412
C 5.3735 0.8108 1.6151
O 4.6447 1.8613 1.1137
C 3.4784 1.5228 0.4421
C 2.7870 2.8149 -0.1120
N 2.3284 3.5254 1.0747
C 2.0305 4.9111 0.6557
C 1.3527 5.7495 1.7139
O 0.0025 5.3256 1.8912
C -0.7771 5.9549 2.8753
H 5.7625 0.0861 0.8998
H 4.7937 0.2232 2.3268
H 6.2133 1.3040 2.1045
H 2.8213 0.9557 1.1014
H 3.6618 0.8330 -0.3817
H 1.9236 2.5426 -0.7192
H 3.4493 3.4423 -0.7084
H 3.0779 3.5304 1.7517
H 1.4125 4.8432 -0.2396
H 2.9882 5.4170 0.5332
H 1.3467 6.7700 1.3307
H 1.8014 5.7296 2.7071
H -1.7826 5.5384 2.8154
H -0.8880 7.0344 2.7732
H -0.5378 5.7133 3.9109
C -3.0773 -4.1117 -1.4768
O -3.3379 -2.7848 -1.9409
C -2.5156 -1.8918 -1.3226
C -2.9259 -0.5435 -1.8443
N -4.3511 -0.2917 -1.5386
C -4.8655 0.9251 -2.1280
C -6.3743 0.9559 -2.1063
O -6.7766 -0.1780 -2.8667
C -8.2087 -0.2155 -3.0598
H -2.1109 -4.4134 -1.8806
H -3.7880 -4.8330 -1.8801
H -3.1776 -4.1306 -0.3916
H -1.5297 -2.0299 -1.7666
H -2.4343 -1.8798 -0.2357
H -2.7167 -0.5083 -2.9135
H -2.2315 0.1638 -1.3909
H -4.9499 -1.1046 -1.5625
H -4.4913 1.0654 -3.1422
H -4.5071 1.7508 -1.5133
H -6.6159 1.8919 -2.6099
H -6.7288 1.0856 -1.0838
H -8.4210 -0.9365 -3.8493
H -8.7307 0.6983 -3.3438
H -8.6908 -0.6595 -2.1889
C -6.4459 3.1805 2.2573
O -5.1202 3.1556 1.7673
C -4.6116 1.8683 1.6155
C -3.1415 1.9644 1.2133
N -2.3234 2.6448 2.1903
C -1.8702 1.6594 3.2473
C -0.8572 2.3623 4.2054
O 0.4105 2.5944 3.5039
C 1.4380 3.0520 4.3498
H -6.8005 4.2092 2.1938
H -6.5002 2.8353 3.2898
H -7.0879 2.6190 1.5786
H -5.1637 1.3064 0.8621
H -4.6573 1.3081 2.5494
H -3.1015 2.5945 0.3248
H -2.7271 0.9959 0.9331
H -2.9222 3.3306 2.6277
H -1.3364 0.7839 2.8777
H -2.6926 1.2124 3.8059
H -0.5995 1.6885 5.0225
H -1.2222 3.3129 4.5945
H 1.1935 4.0330 4.7572
H 2.3818 3.1155 3.8081
H 1.6513 2.3954 5.1933
*
```

---

[2]
C47H38ClF6N3O8PbS2Sb | wB97M-V/def2-TZVPD

Properties
Highest occupied orbital energy: -0.194 Ha
Energy above the lowest of the compared OMol25 structures with the same formula, charge and spin: 0.0 kcal per mole
Kohn-Sham gap: 6.63 eV

The geometry in ORCA input format:
```
! RIJCOSX wB97M-V def2-TZVPD def2/J DEFGRID3
* xyz -1 1
Pb 0.0223 -0.1585 -0.1856
C -2.0087 -2.4771 2.1477
O -0.7140 -1.9655 1.9395
C 0.0406 -1.6285 3.0226
C -0.3318 -1.8595 4.3400
C 0.5362 -1.5708 5.3834
C 1.7872 -1.0407 5.1228
C 2.1652 -0.7884 3.8207
C 1.3133 -1.0746 2.7535
N 1.6853 -0.8687 1.4276
N 2.9476 -0.6480 1.2820
C 3.5920 -0.6236 0.1217
C 3.1101 -1.1160 -1.1424
O 1.8905 -1.2629 -1.4604
C 4.1228 -1.5072 -2.0895
C 5.4195 -1.1477 -1.9614
C 5.8671 -0.3981 -0.8374
C 7.1667 0.1215 -0.7520
C 7.5520 0.8786 0.3256
C 6.6601 1.0865 1.3798
C 5.3985 0.5464 1.3367
C 4.9599 -0.1783 0.2189
H -1.9686 -3.4022 2.7320
H -2.4049 -2.6871 1.1576
H -2.6611 -1.7497 2.6355
H -1.3011 -2.2743 4.5673
H 0.2234 -1.7534 6.4020
H 2.4705 -0.8254 5.9315
H 3.1307 -0.3619 3.6003
H 3.7838 -2.0357 -2.9661
H 6.1348 -1.3974 -2.7337
H 7.8578 -0.0728 -1.5602
H 8.5433 1.3068 0.3672
H 6.9671 1.6768 2.2326
H 4.7116 0.6806 2.1572
F -2.3398 4.7893 -1.4624
C -3.2530 3.9412 -1.9219
F -3.2183 3.9975 -3.2583
F -4.4508 4.3936 -1.5462
S -2.9938 2.1765 -1.3216
O -1.5979 1.9078 -1.5306
O -3.8941 1.3954 -2.1132
N -3.4779 2.3830 0.1567
S -3.3560 1.1612 1.1193
O -2.2496 0.2676 0.8969
O -3.7172 1.4559 2.4631
C -4.7525 -0.0026 0.5345
F -4.3284 -0.7978 -0.4514
F -5.1041 -0.8235 1.5423
F -5.8682 0.6015 0.1263
C 1.1702 4.2841 -1.8753
C 0.3824 4.2498 -3.1443
C -0.0430 5.4381 -3.7259
C -0.7828 5.4391 -4.8946
C -1.1095 4.2366 -5.4948
C -0.6955 3.0484 -4.9162
C 0.0566 3.0402 -3.7548
Sb 0.7438 1.1858 -2.8463
C -0.1883 -0.1805 -4.2778
C -1.5773 -0.0833 -4.2976
C -2.3459 -0.9525 -5.0493
C -1.7317 -1.9539 -5.7823
C -0.3577 -2.0815 -5.7338
C 0.4285 -1.2136 -4.9802
C 1.9078 -1.4508 -4.9481
C 2.7673 1.6169 -3.6087
C 3.6888 1.7806 -2.5822
C 4.9848 2.1935 -2.8300
C 5.3780 2.4606 -4.1295
C 4.4607 2.3205 -5.1542
C 3.1550 1.9030 -4.9158
C 2.2024 1.8252 -6.0693
H 1.1670 5.2812 -1.4418
H 2.2066 3.9847 -2.0454
H 0.7321 3.5952 -1.1585
H 0.2054 6.3766 -3.2458
H -1.1046 6.3745 -5.3335
H -1.7002 4.2192 -6.3999
H -0.9643 2.1133 -5.3851
H -2.0691 0.6747 -3.7036
H -3.4199 -0.8538 -5.0481
H -2.3187 -2.6444 -6.3720
H 0.1291 -2.8751 -6.2848
H 2.3255 -1.4354 -5.9559
H 2.0997 -2.4333 -4.5180
H 2.4050 -0.7017 -4.3393
H 3.3764 1.5925 -1.5628
H 5.6733 2.3153 -2.0093
H 6.3851 2.7887 -4.3469
H 4.7552 2.5619 -6.1677
H 2.7220 1.5204 -6.9749
H 1.7707 2.8114 -6.2372
H 1.3944 1.1288 -5.8705
Cl 4.4847 6.2605 4.0430
C 3.3512 5.2403 3.2189
C 3.7814 4.0281 2.7071
C 2.8708 3.2226 2.0494
C 1.5420 3.6104 1.9229
C 1.1292 4.8284 2.4467
C 2.0348 5.6533 3.0912
C 0.5582 2.6632 1.2640
O -0.6370 2.7504 1.5008
O 1.1277 1.8098 0.4959
H 4.8093 3.7199 2.8265
H 3.1737 2.2794 1.6230
H 0.0946 5.1187 2.3428
H 1.7283 6.6036 3.5024
*
```

---

[3]
C11H9Cl6CrO7S | wB97M-V/def2-TZVPD

Properties
Highest occupied orbital energy (alpha / beta): -0.308 / -0.316 Ha
Energy above the lowest of the compared OMol25 structures with the same formula, charge and spin: 0.0 kcal per mole
Kohn-Sham gap (alpha / beta): 7.62 / 8.06 eV
<S²>: 3.790

The geometry in ORCA input format:
```
! RIJCOSX wB97M-V def2-TZVPD def2/J DEFGRID3
* xyz 0 4
Cr 0.5079 -0.1822 0.7174
O -2.1519 -1.3285 2.1874
Cl -2.4707 -0.9432 0.8413
O -3.7250 -0.2964 0.7323
O -1.4263 0.1266 0.4448
O -2.3175 -2.0316 -0.0662
Cl 2.9102 -0.3042 0.8444
C 3.4533 1.2993 0.3275
C 4.8127 1.5271 0.3994
C 5.2850 2.7666 -0.0010
C 4.3896 3.7236 -0.4518
C 3.0353 3.4475 -0.5056
Cl 1.9741 4.6918 -1.0825
C 2.5012 2.2092 -0.1177
S 0.7837 1.8942 -0.2342
H 5.4787 0.7555 0.7556
H 6.3428 2.9834 0.0344
H 4.7320 4.6984 -0.7679
C 0.7183 -0.1572 4.8654
C -0.0032 0.5250 3.7524
C -1.2969 1.2200 3.9976
O 0.4413 0.4592 2.6115
H 0.6224 0.3823 5.8050
H 1.7603 -0.3185 4.6022
H 0.2396 -1.1336 4.9931
H -1.3895 1.5658 5.0239
H -2.0923 0.4974 3.7877
H -1.4151 2.0352 3.2862
Cl 2.2658 -4.2915 -0.6920
C 0.5422 -3.8207 -0.6331
Cl -0.3400 -4.8741 0.4566
Cl -0.1461 -3.8632 -2.2419
C 0.5537 -2.3940 -0.0800
O 0.5819 -2.1943 1.1635
O 0.5902 -1.4065 -0.8573
*
```